[1]
Density functional theory data (ωB97M-V/def2-TZVPD) for a cluster of 2 separate species, CH4OS2 in total.

The geometry in XYZ format:
```
8
Properties=species:S:1:pos:R:3:nbo_charge:R:1
C -1.45 1.23 -0.78 0.27
O -1.13 0.60 -1.75 -0.49
H -2.50 1.23 -0.45 0.11
H -0.71 1.78 -0.19 0.11
S 1.93 -0.31 0.55 -0.13
S 0.74 -2.03 0.58 -0.12
H 1.34 0.32 1.57 0.13
H 1.79 -2.83 0.48 0.13
```

As for the SMILES: C=O.SS. For the relative energy (zero: lowest compared OMol25 entry of this formula, charge and spin), the calculation gives 66.3 kJ/mol. The frontier orbital gap is 9.2 eV. For the HOMO energy, the calculation gives -8.922 eV.



[2]
Density functional theory data (ωB97M-V/def2-TZVPD) for a structure of composition C23H41FN7O4SSiTl.

The geometry in XYZ format:
```
79
Properties=species:S:1:pos:R:3:mulliken_charge:R:1
Tl -0.51 -0.27 -0.19 0.91
C -3.50 -0.45 -1.62 -0.91
C -3.77 0.81 -0.81 -0.66
N -2.56 1.33 -0.14 -0.23
C -2.72 1.64 1.29 -0.68
C -3.01 0.39 2.12 -0.66
N -2.06 -0.71 1.86 -0.26
C -2.67 -2.02 1.58 -0.96
C -3.50 -2.03 0.30 -0.60
N -2.77 -1.48 -0.86 -0.18
H -4.45 -0.82 -2.01 0.45
H -2.88 -0.19 -2.49 0.35
H -4.21 1.56 -1.46 0.49
H -4.52 0.60 -0.05 0.25
H -2.25 2.17 -0.62 0.30
H -1.79 2.09 1.63 0.11
H -3.52 2.36 1.46 0.47
H -3.00 0.68 3.17 0.50
H -4.03 0.04 1.93 0.25
H -1.45 -0.81 2.67 0.30
H -1.86 -2.74 1.49 0.34
H -3.31 -2.35 2.41 0.46
H -3.81 -3.06 0.11 0.47
H -4.42 -1.47 0.45 0.24
H -2.53 -2.23 -1.50 0.24
C 2.67 -4.02 -3.64 -1.03
Si 2.06 -2.31 -3.25 -0.05
C 0.24 -2.12 -3.56 -0.79
C 3.01 -0.94 -4.08 -0.92
N 2.24 -2.31 -1.44 -0.06
C 3.26 -2.27 -0.69 0.29
C 4.66 -2.12 -1.12 0.28
C 5.67 -2.17 -0.23 -1.18
C 5.37 -2.34 1.15 -0.07
C 4.09 -2.48 1.66 -0.91
C 3.06 -2.45 0.76 0.83
F 1.83 -2.58 1.17 -0.16
H 2.53 -4.20 -4.71 0.37
H 2.11 -4.79 -3.10 0.34
H 3.73 -4.14 -3.42 0.34
H 0.06 -2.10 -4.64 0.46
H -0.14 -1.18 -3.16 0.09
H -0.33 -2.95 -3.14 0.25
H 3.20 -1.26 -5.11 0.48
H 3.97 -0.67 -3.64 0.34
H 2.42 -0.03 -4.13 0.27
H 4.84 -2.00 -2.18 0.42
H 6.70 -2.08 -0.54 0.47
H 6.20 -2.37 1.85 0.43
H 3.90 -2.61 2.71 0.50
C 3.66 9.79 1.35 -1.32
C 2.95 8.49 0.96 -0.34
S 3.51 7.99 -0.65 1.22
O 2.99 8.91 -1.62 -0.66
O 4.92 7.70 -0.58 -0.64
C 2.69 6.42 -0.94 -0.52
C 3.44 5.27 -0.27 -1.22
N 2.72 4.00 -0.43 0.32
C 1.84 3.48 0.46 0.76
N 1.33 2.33 0.03 -0.23
C 1.89 2.10 -1.18 0.28
C 2.75 3.11 -1.48 -0.48
N 3.53 3.25 -2.67 1.04
O 3.56 2.28 -3.41 -0.66
O 4.10 4.30 -2.87 -0.58
C 1.51 4.13 1.75 -1.54
H 3.33 10.09 2.35 0.38
H 3.41 10.58 0.65 0.36
H 4.74 9.65 1.36 0.36
H 1.87 8.62 0.89 0.38
H 3.19 7.68 1.65 0.30
H 2.72 6.31 -2.03 0.37
H 1.66 6.50 -0.62 0.41
H 3.56 5.44 0.79 0.51
H 4.43 5.18 -0.71 0.32
H 1.67 1.23 -1.79 0.19
H 2.40 4.30 2.36 0.40
H 0.84 3.47 2.31 0.30
H 1.01 5.09 1.61 0.32
```

For the relative energy (zero: lowest compared OMol25 entry of this formula, charge and spin), the calculation gives 39.9 kJ/mol. Its charge is +2. The frontier orbital gap is 5.1 eV. For the HOMO energy, the calculation gives -13.896 eV.



[3]
Density functional theory data (ωB97M-V/def2-TZVPD) for a structure of composition C23H11AlCl5F10N3.

The geometry in XYZ format:
```
53
Properties=species:S:1:pos:R:3:nbo_charge:R:1
Al -0.13 0.42 -0.61 1.96
C 0.55 2.97 -2.04 -0.41
N 0.88 2.18 -0.83 -0.57
C 2.30 1.77 -0.85 -0.23
C 2.56 0.67 0.18 -0.22
N 1.42 -0.23 0.18 -0.91
C 1.43 -1.42 0.83 0.16
C 2.45 -2.02 1.58 0.26
F 3.64 -1.39 1.74 -0.31
C 2.29 -3.24 2.20 0.30
F 3.30 -3.76 2.90 -0.28
C 1.10 -3.95 2.11 0.22
F 0.96 -5.13 2.71 -0.28
C 0.06 -3.40 1.38 0.34
F -1.10 -4.03 1.26 -0.29
C 0.26 -2.18 0.77 0.23
F -0.77 -1.62 0.05 -0.31
C 0.52 2.95 0.39 -0.23
C -0.94 2.67 0.72 -0.22
N -1.15 1.23 0.69 -0.96
C -1.59 0.59 1.84 0.03
C -2.65 -0.32 1.81 0.36
F -3.29 -0.54 0.66 -0.30
C -3.05 -1.03 2.93 0.26
F -4.06 -1.90 2.85 -0.28
C -2.42 -0.82 4.15 0.27
F -2.81 -1.49 5.23 -0.28
C -1.38 0.09 4.22 0.26
F -0.75 0.29 5.38 -0.29
C -0.97 0.76 3.09 0.34
F 0.08 1.58 3.18 -0.32
H 1.17 3.87 -2.08 0.20
H 0.74 2.36 -2.93 0.22
H -0.50 3.25 -2.02 0.22
H 2.50 1.38 -1.85 0.22
H 2.95 2.63 -0.68 0.21
H 3.49 0.16 -0.12 0.21
H 2.75 1.09 1.17 0.19
H 1.14 2.59 1.21 0.23
H 0.73 4.02 0.24 0.20
H -1.20 3.10 1.69 0.22
H -1.59 3.16 -0.02 0.19
Cl 2.04 -1.30 -2.69 0.03
C 0.48 -0.87 -3.30 0.06
C -0.42 -0.15 -2.52 -0.68
C -1.65 0.12 -3.11 0.06
Cl -2.82 1.01 -2.20 0.06
C -2.00 -0.28 -4.40 -0.13
Cl -3.53 0.09 -5.07 0.07
C -1.07 -0.99 -5.15 -0.07
Cl -1.45 -1.50 -6.74 0.07
C 0.18 -1.29 -4.60 -0.13
Cl 1.32 -2.17 -5.54 0.06
```

For the relative energy (zero: lowest compared OMol25 entry of this formula, charge and spin), the calculation gives 0.0 kJ/mol. The frontier orbital gap is 8.2 eV. For the HOMO energy, the calculation gives -8.074 eV.



- What is the formula in the second record?
  C23H41FN7O4SSiTl



- The highest frontier orbital gap belongs to which entry?
  CH4OS2



- What is the frontier orbital gap in the second record?
  5.1 eV



- Among the records above, which one has the lowest frontier orbital gap?
  C23H41FN7O4SSiTl